Record 1
{
  "formula": "C4H13NO2",
  "method": "ωB97M-V/def2-TZVPD",
  "symbols": ["H", "H", "C", "H", "H", "H", "O", "H", "N", "C", "H", "H", "H", "H", "C", "O", "H", "H", "C", "H"],
  "positions_angstrom": [[-0.403088, 2.059183, -3.556997], [0.262927, -2.314150, 0.491227], [0.693519, -0.217734, 0.232451], [-1.267150, 1.840311, 0.401496], [-1.458015, -0.202794, 2.940797], [1.659985, -0.279360, 0.786791], [-1.387985, 0.966849, 0.787039], [0.209707, -0.861253, 3.021295], [0.976254, 0.683582, -0.806091], [-0.207677, 0.452841, 1.340961], [1.156424, 0.401729, -1.769532], [0.444613, 1.551407, -0.766275], [0.374163, 1.226752, 1.839740], [-0.611969, -1.546071, -0.785899], [0.369996, -1.605392, -0.321776], [0.148476, 1.275834, -3.477539], [1.124600, -1.878267, -1.057436], [-0.440603, 0.509916, -3.591225], [-0.609534, -0.580213, 2.359577], [-1.034643, -1.483171, 1.931395]],
  "forces_ev_per_angstrom": [[-0.1, 0.0, -0.2], [0.5, -0.2, -0.1], [0.8, 0.3, 0.8], [-0.1, 0.1, 0.3], [0.5, 0.3, 0.1], [0.2, -0.3, 0.0], [-0.2, 0.1, -0.5], [0.0, 0.1, 0.0], [-1.4, 0.1, 0.0], [-0.2, -0.6, -0.3], [0.3, 0.0, -0.1], [0.6, 0.4, -0.2], [0.1, 0.2, -0.1], [-0.1, 0.0, -0.3], [-0.5, 0.5, 0.1], [-0.1, -0.7, 0.5], [0.0, -0.3, 0.1], [0.1, 0.5, -0.3], [-0.6, -0.3, 0.6], [0.2, -0.1, -0.3]],
  "mulliken_charge": [0.336, 0.385, 0.474, 0.345, 0.354, 0.210, -0.535, 0.394, -0.050, 0.216, 0.306, 0.230, 0.399, 0.392, -1.456, -0.679, 0.452, 0.354, -1.531, 0.405],
  "lumo_energy_ev": [-3.37, -7.95],
  "total_charge": 1,
  "e_homo_ev": [-15.14, -15.15],
  "multiplicity": 2,
  "largest_force_ev_per_a": 1.4,
  "gap_ha": [0.432, 0.264],
  "relative_energy_kcal_mol": 23.2
}



Record 2
{
  "formula": "C4H12N2",
  "method": "ωB97M-V/def2-TZVPD",
  "symbols": ["H", "C", "H", "N", "H", "C", "C", "H", "H", "H", "H", "H", "C", "H", "H", "H", "H", "N"],
  "positions_angstrom": [[-0.493203, 1.502353, -2.621813], [-0.198095, -0.258389, -1.626969], [0.961076, 1.056266, -2.542908], [0.145973, 1.133656, -1.917347], [-2.092581, 0.054372, -0.692077], [0.807842, 0.162877, 1.462881], [-0.589756, 0.487347, 0.880793], [-1.552769, -1.227179, -0.038912], [0.994963, 0.995424, 2.093935], [-1.260579, 0.330185, 1.777636], [-0.601389, 1.621344, 0.545265], [-0.658028, -0.826932, -2.432613], [-1.091337, -0.254287, -0.363705], [1.548279, 0.207423, 0.632871], [0.268483, -1.705007, 2.026745], [2.050958, -1.264278, 2.156038], [0.690058, -0.884826, -1.500042], [1.070107, -1.130350, 2.160226]],
  "forces_ev_per_angstrom": [[-0.6, 0.0, 0.5], [-0.3, -0.9, 1.4], [0.1, 0.3, 0.7], [1.0, -0.3, -1.9], [0.2, 1.3, 0.1], [0.8, -0.5, -1.8], [-0.3, 1.4, 0.1], [1.5, -0.2, -0.4], [0.5, 0.7, 0.9], [0.1, 0.4, -1.2], [0.2, -2.1, 1.2], [-0.7, 0.3, -0.3], [-1.5, -1.8, 0.3], [-0.4, 0.4, 0.3], [0.7, -1.4, 0.0], [0.2, -1.5, -0.1], [0.4, 0.5, 0.5], [-2.0, 3.4, -0.2]],
  "mulliken_charge": [0.231, -0.643, 0.240, -0.601, 0.355, -0.575, -0.652, 0.360, 0.302, 0.392, 0.270, 0.399, -0.645, 0.306, 0.208, 0.221, 0.333, -0.500],
  "lumo_energy_ev": 1.00,
  "total_charge": 0,
  "smiles": "NCCCCN",
  "e_homo_ev": -8.59,
  "multiplicity": 1,
  "largest_force_ev_per_a": 3.9,
  "gap_ha": 0.352,
  "relative_energy_kcal_mol": 39.3
}